The following is a quantum chemistry calculation of a molecular structure, C34H32F5IrN10O2SSe2 at a distorted geometry, from the OMol25 dataset.

Last column: Löwdin spin population.
Cartesian coordinates (Å):
Ir: -2.03730 -0.79876 2.18588  1.913
C: -0.79127 -1.12248 5.64473  0.032
Se: -1.74506 0.17587 4.50707  0.205
C: -3.81227 -0.27257 5.23741  0.013
C: -4.82264 -0.34773 4.11807  0.033
Se: -4.11660 -1.79730 2.75935  0.207
C: -5.27477 -0.92571 1.42777  0.060
H: 0.27093 -0.84300 5.79043  0.000
H: -0.91025 -2.09930 5.19453  0.004
H: -1.20437 -1.15612 6.64592  0.004
H: -3.97262 0.50611 5.97090  0.002
H: -3.58761 -1.30535 5.64709  0.000
H: -4.81095 0.56770 3.54779  0.003
H: -5.84931 -0.71229 4.29976  0.001
H: -6.33493 -1.23372 1.60257  0.007
H: -5.02714 -1.30531 0.45157  0.003
H: -5.23957 0.18909 1.55071  0.003
C: 1.72494 -3.34178 -1.01931  0.002
N: 0.96400 -2.82467 0.13715  0.020
C: -0.26970 -2.27674 0.26531  0.048
N: -0.48739 -1.93755 1.57062  0.150
C: 0.71283 -2.15449 2.15923  0.026
N: 1.58693 -2.72978 1.34432  0.010
C: 0.83705 -3.56102 -2.23179  0.000
C: 0.86403 -4.87328 -2.80777  0.000
C: 0.03752 -5.11417 -3.92851  0.000
C: -0.92307 -4.17860 -4.31408  0.000
C: -0.76345 -2.87555 -3.86260  0.000
C: 0.11340 -2.51524 -2.83463  0.000
C: -1.70523 -1.93207 -4.42242  0.000
N: -2.67875 -1.95819 -5.32378  0.000
N: -3.31122 -0.66981 -5.29938  0.000
C: -2.63132 0.04405 -4.50918  0.000
O: -1.63235 -0.64476 -3.84675  0.000
C: -2.79113 1.44586 -4.15403  0.000
C: -3.93831 2.13513 -4.52067  0.000
C: -4.29032 3.20984 -3.71455  0.000
C: -3.34328 3.72215 -2.82337  0.000
C: -2.22139 3.02880 -2.49532  0.000
C: -1.41791 3.56760 -1.29482  0.002
N: -1.25575 2.52923 -0.19274  0.013
C: -2.06973 1.50817 0.21592  0.044
N: -1.51294 0.87730 1.27832  0.146
C: -0.38430 1.62585 1.53765  0.025
N: -0.28853 2.69481 0.79467  0.011
C: -1.86239 1.83235 -3.18071  0.000
H: 2.16443 -4.32028 -0.70764  0.001
H: 2.49983 -2.59190 -1.16634  0.001
H: -1.04514 -2.31795 -0.47066  0.007
H: 0.91589 -1.94512 3.27119  0.001
H: 1.35102 -5.75866 -2.35592  0.000
H: 0.08541 -6.03622 -4.47894  0.000
H: -1.78721 -4.39922 -4.90561  0.000
H: 0.25087 -1.49655 -2.45698  0.000
H: -4.63867 1.76201 -5.28139  0.000
H: -5.21591 3.63946 -3.76343  0.000
H: -3.60496 4.56040 -2.21455  0.000
H: -1.80510 4.52344 -0.94139  0.000
H: -0.37916 3.76344 -1.60826  0.000
H: -2.92864 1.09780 -0.32906  0.005
H: 0.21086 1.33343 2.42115  0.002
H: -0.98479 1.29610 -2.83837  0.000
F: 5.71626 2.83800 -2.71266  0.078
C: 4.88167 1.95021 -2.13491  0.225
C: 5.16858 1.36292 -0.91549  0.083
F: 6.15743 1.82495 -0.18279  0.017
C: 4.35504 0.32357 -0.40769  0.117
F: 6.43752 -0.66788 0.88264  0.353
C: 3.00060 0.40110 -0.80784  0.102
O: 2.02699 -0.02238 -0.16817  0.235
C: 2.79185 0.85726 -2.16216  0.186
F: 1.62894 0.71054 -2.83698  0.054
C: 3.73465 1.57989 -2.84378  -0.022
F: 3.55421 1.98522 -4.11230  -0.021
C: 6.30689 1.65326 3.26527  0.003
N: 4.85848 1.61308 2.96927  0.005
C: 3.92794 2.57109 3.51219  -0.001
C: 2.68594 2.24340 3.03372  0.007
N: 2.79453 1.13814 2.15497  0.032
C: 4.16593 0.86778 2.11285  0.077
S: 4.68306 -0.53021 1.12380  0.455
H: 6.82048 0.83771 2.78231  0.004
H: 6.36721 1.63720 4.40669  0.000
H: 6.89422 2.54402 2.98567  0.000
H: 4.15741 3.24945 4.29550  0.000
H: 1.81192 2.88092 3.15256  0.001
H: 2.18702 0.88803 1.32525  0.004

Atomic forces in eV per Å
Ir -0.5901 -0.9069 1.1756
C 0.3158 0.0394 0.1449
Se -1.6078 -0.3839 1.1656
C 1.5449 -1.7038 -0.2953
C 1.4302 -1.1364 -0.5999
Se -1.9481 1.5469 0.5372
C -1.4563 0.1648 0.2912
H -0.6043 -0.0154 -0.5181
H 0.2001 -0.1576 -0.0522
H -0.3751 0.2306 0.0728
H -0.0113 -0.0251 0.1416
H -0.4497 1.4506 0.0170
H -0.3032 0.1985 -0.2183
H 0.6252 0.2721 0.4985
H 0.8465 0.1218 0.1066
H 0.3000 0.1910 -0.3858
H 0.3154 -1.1700 -0.3728
C -0.4562 -0.5667 -0.0425
N -1.7080 1.3189 1.8650
C 0.7284 -1.5313 0.7164
N 1.5876 -0.3706 -1.9826
C 1.2691 -0.9171 1.2340
N -0.2235 0.6074 0.4437
C 0.6614 -1.0814 -0.4257
C -1.2317 0.7941 -0.3713
C -0.2007 0.1939 0.6024
C 1.5233 -0.0072 0.6953
C -0.9536 -0.0093 0.0215
C 0.6826 -1.0876 0.2753
C -2.1815 3.3124 -0.7737
N 1.0790 0.1728 1.7806
N 0.6882 -1.8356 -0.9109
C 1.1020 -0.3348 0.3719
O -0.4783 -0.8207 -1.1125
C 1.3374 -1.6167 0.5870
C -0.9467 0.3339 0.7464
C 2.8495 -0.5912 -0.6785
C -1.6088 -0.4643 0.3426
C 1.8173 -0.7290 0.7171
C 1.0384 -0.8629 -0.9747
N -1.3992 -0.2085 2.2402
C 1.2635 -0.0829 -1.0905
N 0.2961 2.9645 -2.3895
C -1.0566 0.1794 1.0357
N 0.5787 -0.9456 -1.4594
C -1.5484 2.6543 1.0231
H -0.2109 0.9748 -0.1265
H 0.2084 -0.1730 -0.2024
H -0.0291 0.1574 -0.3972
H -0.2814 -0.4665 -2.1015
H 0.1462 0.9787 -0.2776
H -0.0880 -0.4962 0.2946
H 0.0474 -0.2368 -0.7348
H -0.3006 -0.3130 -0.3798
H 0.5284 -0.0781 0.4636
H -2.1794 1.2326 -0.4743
H -0.2131 0.5473 0.1557
H -0.2238 -0.3971 0.4334
H -0.2882 -0.1188 0.2344
H 0.4064 0.5922 0.1943
H -0.2294 0.6839 -0.7737
H -0.2840 -0.2686 -0.4472
F -1.0994 -1.3244 1.2013
C 1.1509 1.7878 -2.6216
C -0.0919 -1.7497 2.1800
F 0.1746 -0.1711 -0.5564
C 1.6217 2.1348 0.7452
F 1.3744 -0.0878 -0.5080
C -1.2071 -1.6921 -1.4693
O -0.3153 0.0489 0.3889
C -1.0175 1.1903 -2.4842
F 0.8457 -0.3538 1.4366
C -0.0350 0.2924 -0.9682
F 0.1439 -0.3547 1.6845
C 0.5271 0.0285 2.0484
N -1.5436 1.9101 -0.4049
C -0.6347 -2.4971 -0.9390
C 0.8280 0.4187 -0.6863
N 2.2739 1.9459 0.7364
C -1.6391 -1.0608 0.0766
S -1.1026 0.8446 0.5111
H -0.1239 -0.5585 0.1699
H 0.1371 -0.4379 -1.6037
H -1.1560 0.1236 -0.3729
H 0.5096 0.4960 0.2297
H 0.0115 -0.6066 -0.0094
H 0.6174 -0.1305 1.1590

Results
Largest force on an atom ... 4.0 eV/Å
Multiplicity ... 6
Energy relative to the best compared isomer or geometry (same formula, charge and spin) ... 13.6 kcal/mol
Total charge ... +3
Gap between HOMO and LUMO (alpha / beta) ... 7.02 / 4.10 eV